Molecular formula: C2N2S2
Method: DFT, ωB97M-V/def2-TZVPD

ORCA input file:
```
! RIJCOSX wB97M-V def2-TZVPD def2/J DEFGRID3
* xyz 0 1
C -0.792 0.206 -1.370
C 0.690 -0.704 0.635
N -1.628 0.360 -2.127
N 0.647 0.436 1.522
S 2.197 0.190 0.748
S 0.186 -1.091 2.246
*
```

Values from the calculation:
gap between HOMO and LUMO (spin up / spin down): 6.630 / 6.675 eV
LUMO level (spin up / spin down): -3.866 / -3.857 eV
E_tot: -26715.8781 eV
energy above the lowest of the compared OMol25 structures with the same formula, charge and spin: 7.249 eV
HOMO energy (spin up / spin down): -10.5 / -10.5 eV